Entry 1:
DFT (ωB97M-V with the def2-TZVPD basis set) results for a cluster of 19 separate species, C62H174N12O19 in total in a non-equilibrium geometry.

Geometry as ORCA input:
```
! wB97M-V def2-TZVPD RIJCOSX def2/J DEFGRID3
* xyz 0 1
O 16.453 5.940 -13.123
O 13.714 3.330 -25.915
O 13.653 -2.029 -22.331
O 9.447 6.891 -22.829
O 10.966 8.241 -12.493
O 16.482 -0.972 -17.505
O 11.278 3.175 -21.135
O 18.620 2.430 -15.466
O 16.238 7.611 -21.692
O 21.589 2.047 -17.875
O 17.975 7.686 -17.643
O 15.165 3.977 -18.960
O 15.705 3.076 -23.843
O 11.325 3.261 -11.728
O 11.738 -2.245 -16.914
O 11.131 2.170 -16.530
O 12.937 7.072 -17.671
O 19.814 5.749 -22.894
O 14.821 -0.781 -13.105
N 12.315 4.569 -18.964
N 15.813 8.923 -19.069
N 17.542 1.534 -12.920
N 15.002 -3.198 -15.944
N 18.742 8.165 -14.917
N 15.914 1.801 -16.093
N 25.255 2.156 -17.407
N 11.477 4.474 -8.770
N 12.235 -3.359 -20.381
N 9.722 8.197 -19.283
N 17.225 5.382 -23.165
N 14.555 7.849 -11.648
C 12.169 2.384 -23.105
C 14.624 -1.189 -14.494
C 19.076 1.266 -14.740
C 18.285 6.454 -18.276
C 19.124 6.739 -19.562
C 17.642 6.289 -13.909
C 12.506 3.091 -21.794
C 19.308 6.278 -24.085
C 13.888 4.449 -26.724
C 10.327 2.276 -9.101
C 15.755 4.214 -20.220
C 15.183 -2.556 -14.617
C 14.491 0.615 -12.996
C 12.152 -1.115 -19.671
C 12.214 2.911 -10.702
C 18.041 5.447 -24.358
C 17.817 -1.498 -17.783
C 20.704 2.651 -18.767
C 14.256 7.234 -18.231
C 18.670 -0.260 -18.178
C 13.565 5.630 -25.904
C 16.663 2.157 -23.390
C 15.371 8.100 -22.651
C 15.573 -1.187 -21.028
C 9.511 8.180 -20.708
C 11.453 0.830 -16.262
C 14.557 8.798 -18.371
C 11.620 3.077 -9.257
C 15.016 -2.153 -22.100
C 15.226 2.768 -16.918
C 13.351 7.663 -12.456
C 19.530 3.515 -15.322
C 12.653 7.553 -16.365
C 11.575 4.056 -17.829
C 17.299 6.101 -25.499
C 11.264 -2.767 -15.708
C 16.466 4.544 -12.659
C 18.976 1.390 -13.205
C 15.830 2.939 -18.349
C 11.456 2.572 -17.840
C 19.444 0.121 -12.520
C 23.600 2.234 -15.624
C 10.566 9.514 -12.950
C 15.206 4.095 -16.056
C 16.682 -2.581 -14.164
C 9.461 6.773 -21.364
C 21.127 6.169 -22.573
C 11.688 2.846 -13.061
C 12.146 8.262 -11.633
C 23.879 1.808 -17.047
C 16.433 0.704 -23.974
C 12.415 -2.538 -19.239
C 10.216 4.799 -17.797
C 16.415 8.401 -14.784
C 10.651 8.954 -21.342
C 11.678 -3.111 -18.035
C 13.523 9.549 -19.229
C 13.255 6.173 -12.779
C 17.652 7.811 -14.046
C 14.017 7.329 -22.485
C 9.344 5.566 -23.437
C 22.918 2.439 -18.076
H 16.893 3.161 -18.250
H 14.550 9.217 -17.364
H 18.432 4.479 -24.672
H 15.807 2.003 -18.906
H 19.509 3.941 -14.319
H 20.436 -0.145 -12.884
H 16.137 0.944 -16.577
H 17.072 1.979 -13.696
H 20.096 1.082 -15.077
H 19.948 7.431 -19.389
H 17.322 -1.948 -14.779
H 12.506 9.213 -19.029
H 23.738 0.736 -17.182
H 11.406 2.871 -23.712
H 17.694 8.235 -13.042
H 18.429 0.445 -15.050
H 13.206 7.726 -23.095
H 19.469 5.777 -19.942
H 16.265 3.853 -13.478
H 16.054 8.093 -20.882
H 13.471 6.544 -26.490
H 18.782 5.779 -17.580
H 18.015 5.363 -22.537
H 13.528 10.627 -19.067
H 9.022 7.526 -19.001
H 20.492 3.277 -15.774
H 19.711 -0.579 -18.234
H 12.908 4.053 -22.114
H 12.621 8.643 -16.355
H 18.521 6.001 -13.333
H 13.243 5.586 -11.861
H 11.303 9.929 -13.637
H 13.117 3.521 -10.749
H 13.405 7.262 -15.632
H 11.499 1.774 -13.007
H 19.999 6.254 -24.928
H 14.236 6.726 -19.195
H 11.186 -1.177 -20.173
H 10.520 10.302 -12.198
H 12.112 4.314 -16.916
H 11.466 3.583 -20.286
H 22.551 2.101 -15.360
H 15.102 -0.585 -15.266
H 14.074 6.295 -22.825
H 15.692 4.389 -11.908
H 16.409 8.109 -15.835
H 15.791 7.962 -23.647
H 19.603 0.163 -11.442
H 25.940 1.832 -16.740
H 11.516 8.310 -21.504
H 12.703 3.117 -13.351
H 15.453 8.046 -14.413
H 20.561 3.719 -18.602
H 9.750 4.617 -16.828
H 10.654 -3.382 -18.295
H 16.854 7.073 -25.287
H 10.669 0.232 -16.725
H 8.356 5.130 -23.288
H 17.388 4.186 -12.201
H 14.955 6.762 -17.541
H 19.006 4.268 -15.911
H 15.331 9.188 -22.609
H 13.424 0.692 -13.209
H 12.764 5.539 -25.171
H 9.530 2.565 -9.786
H 15.223 -4.181 -15.877
H 10.277 -3.223 -15.787
H 12.405 0.492 -16.673
H 16.653 -1.204 -20.887
H 10.288 9.337 -22.295
H 21.042 2.501 -19.792
H 23.175 2.114 -19.084
H 19.059 7.313 -23.853
H 12.404 4.875 -8.776
H 16.101 3.901 -23.552
H 24.200 1.684 -14.899
H 15.297 -0.204 -21.410
H 15.913 3.301 -20.794
H 16.149 9.789 -18.673
H 17.149 0.632 -13.149
H 13.654 9.264 -20.272
H 14.311 3.198 -25.174
H 15.146 -3.174 -21.739
H 16.795 -2.309 -13.114
H 11.971 -3.522 -15.362
H 21.703 6.078 -23.494
H 18.486 7.131 -20.355
H 13.067 2.292 -23.717
H 23.804 3.291 -15.454
H 14.922 8.789 -11.640
H 15.462 0.267 -23.742
H 16.764 2.092 -22.307
H 11.334 -3.792 -20.239
H 12.274 5.900 -13.169
H 11.886 7.493 -10.905
H 14.013 -3.226 -16.148
H 11.062 4.939 -9.565
H 13.200 -2.477 -21.613
H 14.567 4.893 -16.434
H 12.346 5.554 -18.742
H 13.172 4.483 -27.545
H 11.198 -1.971 -14.966
H 15.980 -1.648 -17.044
H 15.501 -1.951 -23.055
H 13.433 8.350 -13.298
H 25.325 3.163 -17.394
H 9.905 2.577 -8.142
H 9.635 9.385 -13.502
H 8.559 8.697 -20.828
H 21.648 5.649 -21.768
H 10.422 5.866 -17.881
H 10.091 4.871 -23.054
H 16.395 9.490 -14.831
H 13.293 2.552 -21.266
H 14.757 3.939 -15.075
H 17.168 -3.529 -14.395
H 15.039 -1.355 -20.093
H 18.485 0.520 -17.440
H 13.968 5.863 -13.544
H 17.334 5.989 -18.533
H 13.772 7.242 -21.426
H 11.688 7.217 -15.983
H 11.796 1.364 -23.014
H 10.417 1.193 -9.191
H 12.799 -4.185 -20.243
H 14.423 5.885 -25.282
H 8.642 6.167 -20.978
H 12.332 9.123 -10.991
H 15.292 7.263 -12.015
H 17.144 0.028 -23.499
H 14.929 1.206 -13.800
H 14.229 2.363 -17.093
H 22.947 3.529 -18.051
H 16.459 8.283 -18.630
H 13.565 -1.192 -14.754
H 19.640 7.913 -14.531
H 9.570 5.615 -24.502
H 10.650 2.134 -18.428
H 11.416 0.595 -15.198
H 12.101 -0.424 -18.830
H 14.926 4.461 -27.055
H 17.962 6.187 -26.360
H 13.475 -2.671 -19.020
H 16.730 6.243 -22.982
H 12.906 -0.725 -20.355
H 10.375 6.216 -21.160
H 14.617 -3.169 -13.915
H 10.899 9.818 -20.726
H 10.625 7.785 -19.094
H 19.537 2.249 -12.837
H 12.456 1.850 -10.755
H 16.155 4.552 -15.778
H 18.226 -1.953 -16.881
H 16.852 2.130 -15.914
H 17.620 2.475 -23.804
H 9.494 4.446 -18.534
H 16.531 0.630 -25.057
H 13.280 4.291 -18.859
H 14.622 1.060 -12.009
H 12.111 -4.046 -17.678
H 17.692 5.752 -14.856
H 16.627 4.859 -20.325
H 18.407 0.096 -19.174
H 12.388 2.095 -18.144
H 19.728 2.175 -18.675
H 18.176 7.632 -16.705
H 14.997 4.831 -20.702
H 11.019 3.208 -13.843
H 18.736 -0.656 -12.806
H 17.730 -2.227 -18.588
H 21.085 7.219 -22.284
H 16.474 5.455 -25.799
H 18.797 9.171 -14.846
H 12.329 2.682 -8.530
*
```

Values from the calculation:
E_HOMO ... -8.8634 eV
E ... -4552.86565 Ha
E_LUMO ... 0.118 eV
HOMO-LUMO gap ... 0.3300 hartree


Entry 2:
DFT (ωB97M-V with the def2-TZVPD basis set) results for a structure of composition C62H24AlF15GeI4N4S in a non-equilibrium geometry.

Geometry as ORCA input:
```
! wB97M-V def2-TZVPD RIJCOSX def2/J DEFGRID3
* xyz 0 1
I -2.248 -8.382 4.985
I 3.343 6.015 -5.436
I 7.866 1.405 7.098
I -9.454 2.607 -0.558
Ge 0.380 -0.980 -2.585
S 0.834 -0.714 -0.504
Al 0.051 0.533 1.292
F -2.921 3.095 -3.519
F 0.698 -3.297 -4.757
F -2.124 1.095 -2.077
F -1.257 0.899 -7.336
F -0.871 -5.450 -5.317
F 2.696 -3.081 -2.528
F 6.302 -0.260 -3.767
F -2.114 -2.299 -1.115
F -2.515 3.124 -6.245
F -0.333 -1.061 -5.779
F 4.636 1.692 -4.510
F 5.345 -2.630 -2.669
F -3.393 -4.601 -1.439
F -3.101 -5.970 -3.822
F 1.979 1.435 -3.857
N -1.012 1.996 0.619
N 1.537 1.772 1.620
N 0.848 -0.709 2.729
N -1.696 -0.494 1.716
C 3.153 -1.885 -3.028
C -7.013 2.012 1.288
C 5.420 0.685 3.581
C -2.299 -4.966 -3.506
C -3.372 1.097 0.724
C -0.808 -4.325 4.500
C 2.446 -1.738 4.057
C 2.737 0.328 -3.761
C 6.517 0.867 4.453
C -5.699 1.691 1.463
C 4.114 0.500 -3.970
C -2.246 -6.121 2.983
C -2.418 2.086 0.457
C 4.528 -1.731 -3.117
C -1.534 4.127 -0.134
C 3.015 3.553 1.321
C 2.035 -0.523 3.369
C -0.769 0.084 -5.190
C -1.945 -4.854 2.489
C -2.179 2.149 -4.110
C -0.447 3.183 0.167
C -1.896 2.197 -5.455
C -2.509 -4.212 -2.369
C -0.721 0.195 -3.784
C -1.176 -4.654 -4.272
C -7.509 1.903 -0.041
C -0.354 -3.580 -3.922
C -1.762 -3.021 -2.192
C 2.400 5.053 -3.844
C 2.267 -0.880 -3.255
C -2.953 -0.126 1.360
C 3.989 0.271 5.475
C 5.101 0.357 6.345
C 0.503 -2.042 2.949
C -1.174 -3.928 3.191
C -3.929 -1.092 1.883
C 2.926 0.588 3.304
C -2.719 3.413 0.043
C -1.583 1.167 -3.312
C -1.242 1.061 -6.020
C 2.665 1.677 2.489
C -6.612 1.452 -1.093
C 4.157 0.523 4.100
C -0.785 -2.587 2.710
C -3.201 -2.129 2.382
C 1.849 2.931 0.814
C 1.000 4.979 -3.631
C -0.622 -2.697 -2.891
C -1.149 -5.557 5.039
C 2.799 3.957 -1.728
C 4.990 -0.501 -3.577
C -4.807 1.362 0.425
C 1.496 -2.706 3.784
C -5.303 1.107 -0.803
C 6.338 0.708 5.858
C 0.940 3.380 -0.172
C 1.395 3.933 -1.452
C -1.854 -6.467 4.253
C 3.265 4.547 -2.877
C 0.501 4.476 -2.403
C -1.816 -1.752 2.274
C 3.473 2.826 2.392
H 3.434 4.489 0.935
H -0.171 -3.649 5.144
H -0.853 -5.834 6.058
H -1.516 5.122 -0.475
H 1.589 -3.793 3.948
H -3.739 3.722 -0.079
H 4.912 0.063 7.380
H 7.504 1.000 4.025
H 3.440 3.357 -1.109
H 4.356 2.975 3.003
H -7.596 2.365 2.128
H -6.946 1.479 -2.086
H -4.600 0.707 -1.551
H -2.257 -4.538 1.450
H 2.975 0.042 5.811
H -2.781 -6.851 2.370
H -3.636 -3.014 2.932
H 4.332 4.607 -3.023
H -0.598 4.477 -2.250
H -4.985 -1.003 1.824
H 0.341 5.427 -4.369
H 5.574 0.854 2.495
H -5.233 1.758 2.492
H 3.364 -1.855 4.692
*
```

Values from the calculation:
E_HOMO (alpha / beta) ... -7.1978 / -7.3230 eV
E ... -8002.41761 Ha
E_LUMO (alpha / beta) ... -2.056 / -2.101 eV
HOMO-LUMO gap (alpha / beta) ... 0.1889 / 0.1919 hartree